Record 1
71
Properties=species:S:1:pos:R:3 method="wB97M-V/def2-TZVPD" total_charge=-1 gap_ev="4.28 / 4.28" relative_energy_kj_mol=0.00
O -2.151 -1.797 -1.737
C -2.333 -1.935 -2.987
C -3.502 -2.651 -3.413
C -4.249 -3.441 -2.491
H -3.890 -3.513 -1.464
C -5.428 -4.053 -2.897
H -5.998 -4.648 -2.176
C -5.884 -3.912 -4.221
H -6.789 -4.437 -4.535
C -5.172 -3.112 -5.130
H -5.550 -2.988 -6.152
C -3.996 -2.480 -4.730
H -3.456 -1.815 -5.400
H -1.712 -1.398 -3.713
C 0.719 -2.557 -3.027
C 0.812 -1.338 -2.198
H 1.690 -3.066 -3.031
H 0.443 -2.339 -4.068
H -0.029 -3.246 -2.616
C 1.891 -0.612 -1.895
C 3.313 -0.815 -2.365
H 1.819 0.216 -1.171
H 3.399 -1.607 -3.129
H 3.961 -1.090 -1.515
H 3.721 0.116 -2.792
Sn -0.817 -0.609 -0.753
Cl -0.890 -2.567 0.759
Cl -1.681 1.120 -2.245
H -5.312 -1.169 1.452
H -4.676 -1.692 3.431
C -4.373 -0.829 1.011
C -3.602 -1.557 3.289
N -3.391 -0.759 2.092
H -4.495 0.163 0.563
C -2.237 -0.145 1.890
O -1.976 0.458 0.801
H -3.178 -1.024 4.151
H -1.475 -0.213 2.681
H -4.062 -1.538 0.227
H -3.119 -2.544 3.220
H 1.906 5.119 -0.482
H -0.787 5.728 -0.853
C 1.663 4.250 -1.113
C -0.714 4.839 -1.492
N 0.263 3.894 -0.974
H 2.299 3.404 -0.835
C -0.157 2.796 -0.316
O 0.562 1.835 0.037
H -1.684 4.338 -1.527
H -1.243 2.797 -0.142
H 1.856 4.541 -2.153
H -0.429 5.163 -2.500
C 4.646 -0.528 1.719
N 3.884 0.401 2.529
C 2.518 0.396 2.644
Se 1.386 -0.836 1.905
N 2.240 1.394 3.548
C 3.403 1.977 4.044
C 3.607 2.721 5.198
C 4.931 2.872 5.635
C 5.997 2.255 4.949
C 5.776 1.470 3.810
C 4.458 1.361 3.370
H 5.610 -0.698 2.208
H 4.815 -0.122 0.713
H 4.091 -1.467 1.637
H 1.300 1.596 3.882
H 2.741 3.140 5.715
H 5.147 3.461 6.525
H 7.013 2.382 5.328
H 6.560 0.942 3.276

***

Record 2
72
Properties=species:S:1:pos:R:3 method="wB97M-V/def2-TZVPD" multiplicity=2 total_charge=-1 gap_ev="6.19 / 6.09" relative_energy_kj_mol=395.91
Fe 0.514 0.277 -0.026
C -0.183 -3.372 0.881
C 0.933 -2.901 1.829
C 0.908 -1.387 2.201
N -0.300 -0.745 1.685
C -1.135 -0.204 2.553
C -0.640 0.227 3.833
C -1.225 0.287 5.076
C -2.542 0.011 5.435
C -3.593 -0.063 4.540
C -3.588 0.154 3.170
C -2.546 0.165 2.201
N -2.781 0.383 0.943
C -3.637 1.451 0.504
C -2.907 2.828 0.715
C -1.343 2.718 0.639
N -0.929 1.620 -0.183
C -1.032 1.659 -1.499
C -1.238 2.847 -2.230
C -1.356 3.068 -3.587
C -1.384 2.151 -4.637
C -1.244 0.782 -4.561
C -0.999 -0.020 -3.441
C -0.896 0.297 -2.092
N -0.620 -0.612 -1.143
C -1.036 -1.994 -1.166
C 0.014 -2.963 -0.594
H -1.134 -2.984 1.250
H -0.221 -4.464 0.943
H 1.900 -3.136 1.379
H 0.844 -3.478 2.754
H 1.784 -0.893 1.783
H 0.980 -1.304 3.288
H 0.402 0.523 3.787
H -0.565 0.572 5.891
H -2.760 -0.082 6.493
H -4.577 -0.236 4.968
H -4.581 0.190 2.738
H -4.611 1.484 1.015
H -3.826 1.299 -0.562
H -3.171 3.199 1.706
H -3.267 3.551 -0.023
H -0.965 2.514 1.641
H -0.881 3.655 0.312
H -1.256 3.756 -1.643
H -1.456 4.111 -3.863
H -1.525 2.558 -5.632
H -1.302 0.248 -5.503
H -0.852 -1.070 -3.667
H -1.294 -2.299 -2.184
H -1.957 -2.052 -0.571
H 0.982 -2.482 -0.702
H 0.028 -3.865 -1.212
O 3.720 1.178 -0.308
S 2.436 1.949 -0.267
O 2.705 3.362 -0.186
O 1.602 1.552 -1.426
O 1.651 1.484 0.942
C 5.151 -0.998 -0.448
P 3.532 -0.748 -1.272
C 3.509 -2.438 -2.088
C 3.660 0.167 -2.853
O 2.263 -0.899 -0.457
H 5.849 -1.464 -1.144
H 4.972 -1.678 0.386
H 5.549 -0.061 -0.077
H 4.343 -2.606 -2.773
H 2.574 -2.560 -2.640
H 3.536 -3.205 -1.311
H 4.417 -0.328 -3.462
H 3.908 1.211 -2.703
H 2.690 0.102 -3.345

***

Record 3
78
Properties=species:S:1:pos:R:3 method="wB97M-V/def2-TZVPD" total_charge=+2 gap_ev=5.16 relative_energy_kj_mol=347.19
Ta -1.560 0.576 0.749
Br 6.896 -1.488 -1.113
C 5.217 -0.673 -1.355
C 4.126 -1.123 -0.627
C 2.890 -0.527 -0.815
C 2.735 0.524 -1.715
C 3.835 0.947 -2.459
C 5.075 0.357 -2.274
N 1.432 1.040 -1.901
C 1.277 2.238 -2.286
C -0.039 2.756 -2.713
C -0.175 4.108 -2.997
C -1.398 4.575 -3.455
C -2.427 3.665 -3.625
C -2.190 2.330 -3.315
N -1.030 1.872 -2.862
H 4.246 -1.942 0.069
H 2.027 -0.871 -0.256
H 3.725 1.713 -3.216
H 5.925 0.682 -2.857
H 2.112 2.941 -2.360
H 0.668 4.776 -2.872
H -1.536 5.622 -3.693
H -3.392 3.970 -4.007
H -2.979 1.598 -3.448
C -1.431 -1.950 3.627
As -1.884 -1.970 1.749
C -3.537 -2.965 1.713
C -0.522 -3.040 0.914
C -0.009 -4.160 1.557
C 1.020 -4.884 0.968
C 1.532 -4.487 -0.258
C 1.010 -3.377 -0.911
C -0.023 -2.653 -0.331
As -0.846 -1.167 -1.261
C -2.624 -1.911 -1.634
C -0.174 -1.229 -3.062
H -0.382 -1.691 3.749
H -1.618 -2.941 4.039
H -2.058 -1.226 4.144
H -3.338 -3.972 2.075
H -3.940 -3.015 0.706
H -4.251 -2.472 2.371
H -0.393 -4.471 2.521
H 1.423 -5.753 1.470
H 2.338 -5.045 -0.714
H 1.420 -3.085 -1.869
H -2.581 -2.998 -1.594
H -2.900 -1.599 -2.641
H -3.384 -1.541 -0.950
H -0.447 -2.210 -3.452
H 0.900 -1.075 -3.077
H -0.665 -0.425 -3.601
O -1.318 4.650 1.536
P -1.697 3.185 1.276
O -1.575 2.139 2.366
O -0.959 2.554 0.105
O -3.303 3.199 0.867
P -3.900 1.752 0.454
O -5.379 1.949 0.107
O -3.529 0.743 1.560
O -3.044 1.192 -0.681
H -1.668 5.117 2.311
H -5.871 2.720 0.430
C 2.428 -1.045 2.548
Si 1.441 0.530 2.528
C 0.717 0.930 4.199
C 2.312 1.983 1.790
O 0.085 0.228 1.465
H 2.687 -1.319 3.572
H 3.358 -0.927 1.994
H 1.879 -1.882 2.106
H 0.883 1.982 4.437
H 1.198 0.338 4.980
H -0.358 0.758 4.257
H 3.221 2.183 2.363
H 1.694 2.882 1.832
H 2.604 1.805 0.754

***

Record 4
74
Properties=species:S:1:pos:R:3 method="wB97M-V/def2-TZVPD" total_charge=0 gap_ev=7.16 smiles="CCCNc1c(N)c(CCCI)c2c(c1CC(=O)Br)C(=O)N(CCCSC(=S)N1CCOCC1)C2=O.CO"
C 6.047 -0.629 0.049
C 5.120 -1.642 0.963
C 4.820 -2.975 0.059
N 3.361 -3.312 -0.137
C 2.525 -2.130 -0.568
C 2.921 -1.146 -1.861
N 4.177 -1.397 -2.717
C 1.991 0.138 -2.347
C 2.312 1.121 -3.619
C 3.557 2.167 -3.297
C 3.609 2.581 -1.688
I 4.691 4.477 -1.433
C 0.621 0.414 -1.489
C 0.228 -0.557 -0.228
C 1.132 -1.828 0.275
C 0.572 -2.705 1.541
C 1.059 -2.034 2.961
O 2.358 -1.835 3.304
Br -0.291 -1.457 4.362
C -1.206 0.058 0.275
O -1.733 -0.038 1.498
N -1.745 0.762 -0.986
C -2.287 -0.296 -1.948
C -3.891 -0.158 -2.263
C -4.748 -1.558 -1.944
S -4.567 -2.144 -0.174
C -6.219 -2.403 0.668
S -7.162 -3.738 0.110
N -6.789 -1.508 1.790
C -7.087 -0.204 1.107
C -6.294 1.108 1.675
O -6.518 1.107 3.159
C -5.626 0.039 3.629
C -5.824 -1.420 2.933
C -0.577 1.523 -1.645
O -0.595 2.754 -2.166
H 6.651 0.050 0.791
H 5.423 -0.039 -0.746
H 6.853 -1.313 -0.499
H 5.815 -1.972 1.876
H 4.180 -1.139 1.445
H 5.391 -2.974 -0.985
H 5.294 -3.893 0.656
H 3.034 -3.749 0.752
H 4.213 -2.457 -2.770
H 3.995 -1.101 -3.717
H 1.348 1.791 -3.816
H 2.617 0.523 -4.581
H 4.591 1.662 -3.557
H 3.443 3.134 -3.948
H 2.523 2.743 -1.276
H 4.119 1.675 -1.121
H -0.617 -2.653 1.488
H 0.846 -3.861 1.446
H -1.700 -0.231 -2.985
H -2.098 -1.382 -1.529
H -4.408 0.786 -1.792
H -3.985 -0.016 -3.444
H -4.330 -2.435 -2.636
H -5.888 -1.459 -2.212
H -8.250 0.010 1.275
H -6.975 -0.289 -0.079
H -5.161 1.097 1.383
H -6.859 2.059 1.241
H -4.517 0.395 3.369
H -5.624 -0.097 4.813
H -4.732 -1.838 2.693
H -6.235 -2.149 3.785
C 3.716 6.356 2.817
O 4.438 6.789 1.679
H 3.796 7.115 3.599
H 2.665 6.217 2.553
H 4.138 5.415 3.181
H 4.348 6.096 1.003

***

Record 5
69
Properties=species:S:1:pos:R:3 method="wB97M-V/def2-TZVPD" total_charge=0 gap_ev=8.52 smiles="CCN1CCN(CCNC(=O)C2CCN(Cc3nc(-c4ccc(Cl)cc4)oc3C)CC2)CC1" relative_energy_kj_mol=12.01
C -7.016 -0.669 1.894
H -7.016 -1.640 2.382
H -8.040 -0.317 1.809
H -6.467 0.033 2.516
C -6.398 -0.793 0.506
N -5.131 -1.504 0.536
C -4.055 -0.718 1.108
C -2.796 -1.569 1.226
N -2.392 -2.030 -0.090
C -3.469 -2.818 -0.661
C -4.727 -1.965 -0.778
H -5.533 -2.568 -1.203
H -4.527 -1.118 -1.460
H -3.174 -3.162 -1.654
H -3.692 -3.699 -0.035
C -1.121 -2.737 -0.080
H -0.466 -2.244 0.643
C -0.453 -2.648 -1.458
N -0.394 -1.270 -1.884
C 0.732 -0.526 -1.754
O 1.819 -1.011 -1.518
C 0.495 0.970 -1.922
C 1.758 1.669 -2.422
H 2.598 1.375 -1.792
H 1.973 1.353 -3.444
C 1.583 3.189 -2.379
N 1.202 3.713 -1.084
C 0.020 3.055 -0.576
H -0.189 3.437 0.426
C 0.103 1.521 -0.543
H 0.852 1.204 0.182
H -0.862 1.112 -0.231
H -0.811 3.343 -1.232
C 2.269 3.951 -0.129
C 2.823 2.760 0.592
C 2.561 2.307 1.857
O 3.264 1.157 2.037
C 3.922 0.955 0.873
N 3.697 1.892 0.000
C 4.743 -0.217 0.677
C 5.302 -0.460 -0.578
C 6.074 -1.583 -0.788
C 6.289 -2.468 0.260
C 5.738 -2.242 1.512
C 4.964 -1.118 1.718
H 4.526 -0.932 2.687
H 5.914 -2.943 2.313
Cl 7.258 -3.874 0.001
H 6.505 -1.781 -1.756
H 5.111 0.239 -1.375
C 1.711 2.807 2.966
H 1.403 3.829 2.764
H 0.821 2.186 3.077
H 2.263 2.775 3.903
H 1.882 4.657 0.616
H 3.084 4.435 -0.673
H 2.508 3.677 -2.691
H 0.790 3.480 -3.080
H -0.329 1.139 -2.626
H -1.289 -0.802 -1.878
H 0.572 -3.019 -1.402
H -1.006 -3.229 -2.201
H -1.231 -3.792 0.220
H -1.989 -0.967 1.651
H -3.001 -2.414 1.905
H -4.348 -0.380 2.103
H -3.835 0.171 0.486
H -6.291 0.208 0.052
H -7.077 -1.374 -0.124

***

Record 6
82
Properties=species:S:1:pos:R:3 method="wB97M-V/def2-TZVPD" total_charge=+1 gap_ev=8.13
C 0.393 -2.414 -5.533
C -1.080 -2.075 -4.941
C -1.125 -2.434 -3.340
C -1.320 -1.045 -2.577
C -0.806 -1.020 -1.039
O -1.897 -0.430 -0.291
C -1.513 0.408 0.798
F -1.231 -0.432 1.930
C -2.864 1.239 1.189
C -3.867 0.411 2.121
C -3.727 0.706 3.683
O -4.066 1.811 4.188
O -3.240 -0.373 4.498
C -0.383 1.510 0.471
P 0.714 2.046 1.912
C -0.536 2.333 3.348
C 1.890 0.716 2.555
C 1.360 -0.228 3.735
N 0.347 1.179 -0.842
C 1.357 2.178 -1.270
C 2.872 2.061 -0.889
O 3.440 2.181 0.215
O 3.799 1.881 -1.995
C 0.634 -0.271 -0.847
C 1.655 -0.899 -1.866
C 1.963 -2.418 -1.339
C 3.183 -3.098 -2.101
F 2.833 -3.066 -3.507
F 4.373 -2.285 -2.022
C 3.459 -4.634 -1.756
F 4.824 -4.917 -2.049
F 2.667 -5.420 -2.649
C 3.095 -5.112 -0.277
F 3.530 -6.481 -0.199
F 1.683 -5.187 -0.023
C 3.859 -4.349 0.914
F 4.936 -3.546 0.506
F 2.927 -3.650 1.750
F 4.425 -5.341 1.776
H 0.397 -2.146 -6.644
H 0.666 -3.521 -5.450
H 1.229 -1.817 -5.034
H -1.835 -2.672 -5.549
H -1.211 -0.939 -5.106
H -0.149 -2.983 -3.134
H -2.052 -3.109 -3.221
H -2.451 -0.804 -2.594
H -0.818 -0.140 -3.091
H -0.753 -2.130 -0.712
H -3.408 1.370 0.175
H -2.637 2.297 1.551
H -4.939 0.733 1.828
H -3.836 -0.723 1.899
H -3.249 -1.172 3.908
H -0.987 2.461 0.186
H 0.101 2.773 4.204
H -0.971 1.352 3.733
H -1.307 3.123 3.072
H 2.788 1.297 3.004
H 2.377 0.061 1.736
H 0.751 -1.143 3.374
H 2.309 -0.701 4.207
H 0.838 0.303 4.597
H -0.436 1.302 -1.534
H 1.280 2.267 -2.422
H 0.985 3.213 -0.898
H 4.281 1.035 -1.824
H 0.967 -0.602 0.212
H 1.348 -0.974 -2.961
H 2.715 -0.442 -1.887
H 2.287 -2.280 -0.239
H 1.053 -3.097 -1.361
C -4.075 6.527 2.173
C -3.860 5.091 2.535
O -2.661 4.765 1.859
C -1.957 5.933 1.783
O -0.791 5.998 1.521
O -2.743 7.012 2.047
F -4.855 4.312 2.049
H -4.597 6.648 1.220
H -4.621 7.073 2.944
H -3.739 4.910 3.607

***

| no. | molecular weight (g mol⁻¹) |
| --- | --- |
| 1 | 708.2 |
| 2 | 590.5 |
| 3 | 993.3 |
| 4 | 743.5 |
| 5 | 474.0 |
| 6 | 718.5 |